Entry 1:
An isolated ion of composition C7H15N2 and charge +1, computed with wB97M-V/def2-TZVPD.

Results
Total charge: +1
Spin multiplicity: 3
Orbital gap (alpha / beta) in Eh: 0.1782 / 0.2992
Energy above the lowest of the compared OMol25 structures with the same formula, charge and spin in eV: 1.367
HOMO level (alpha / beta) in eV: -8.66 / -14.32
Electronic energy in eV: -10470.489

Last column: Löwdin charge in e.
Geometry (Å):
C 1.0567 0.0178 0.9694  -0.114
C -0.3658 0.0015 1.4904  -0.298
C -1.0357 -1.2924 1.0800  -0.272
C 0.9080 1.3956 -0.9908  0.101
C -1.4796 1.0922 0.9761  -0.033
C 0.8901 1.7169 -2.4387  0.012
C 1.4413 -0.9508 -1.4817  0.084
N 1.0756 0.2543 -0.4955  -0.039
N -1.8216 -1.9222 1.8776  0.076
H 1.6931 0.7409 1.5642  0.153
H 1.6358 -0.8948 1.1982  0.138
H -0.3829 0.0212 2.5759  0.135
H -1.0040 -1.6421 -0.0160  0.132
H -1.6915 1.0117 -0.0377  0.031
H -1.0857 2.0806 1.1072  0.057
H -2.4198 0.9078 1.5867  0.111
H 1.1650 0.8889 -3.0588  0.077
H 1.4486 2.5964 -2.7021  0.101
H -0.1759 1.8873 -2.4792  0.107
H 1.3387 -1.9124 -1.0284  0.093
H 0.8064 -0.9818 -2.3453  0.089
H 2.3642 -0.7366 -1.8608  0.071
H -1.8599 -1.6800 2.8243  0.091
H -2.5015 -2.6000 1.6849  0.097

Atomic forces in eV per Å
C 1.17 0.77 1.55
C -3.08 -0.91 -1.29
C 3.64 0.97 -4.94
C 1.10 -1.04 -1.15
C 1.52 -0.68 2.98
C -0.74 0.61 1.57
C -2.36 0.93 1.22
N 0.73 -1.27 -0.52
N -2.49 -1.70 2.99
H -0.79 0.07 -1.34
H -0.86 -0.04 -0.49
H 0.38 0.25 0.18
H -0.09 0.74 1.83
H -0.44 -0.66 -1.88
H -0.14 0.91 0.49
H 1.28 0.38 -0.80
H 0.20 -0.45 -0.22
H 0.03 0.47 0.02
H -0.57 0.48 -1.06
H 0.18 -0.21 0.95
H -0.89 0.39 -0.08
H 2.77 0.35 -0.46
H 0.14 0.48 1.45
H -0.68 -0.85 -0.99

Entry 2:
One molecule with the formula C5H9NS, computed with wB97M-V/def2-TZVPD.

Results
Total charge: 0
Structure (SMILES): C#C[C@](C)(S)CN
Orbital gap in Eh: 0.3586
Energy above the lowest of the compared OMol25 structures with the same formula, charge and spin in eV: 3.792
HOMO level in eV: -9.02
Electronic energy in eV: -17652.401

Last column: Löwdin charge in e.
Geometry (Å):
C -2.9299 -0.4242 -0.6118  0.128
C -1.7485 -0.2839 -0.2678  -0.249
C -0.3868 0.1219 -0.0170  -0.828
C -0.0029 -0.1291 1.5208  -0.129
S -0.7282 1.9480 -0.1679  0.756
C 0.6851 -0.3033 -0.9708  -0.339
N 1.9500 0.1751 -0.5177  -0.015
H -3.8914 -0.8761 -0.6509  0.024
H -1.0860 -0.3574 2.2258  0.158
H 0.7016 -1.1531 1.7331  0.117
H 0.6724 0.6224 1.9706  0.040
H 0.6448 2.2558 0.0556  -0.077
H 0.6959 -1.4069 -1.2658  0.144
H 0.4505 0.3048 -1.8868  0.120
H 2.5375 -0.0173 -1.2861  0.055
H 2.4358 -0.4766 0.1366  0.093

Atomic forces in eV per Å
C 3.40 -0.32 1.48
C -3.50 -1.25 -1.67
C -0.52 0.86 2.93
C -0.93 -3.53 2.02
S 2.41 0.47 0.34
C -0.92 -0.53 -1.94
N 1.70 -0.80 1.29
H -0.23 0.28 -0.28
H 3.53 1.07 -2.18
H -2.16 2.35 -1.03
H -0.92 0.04 -0.41
H -1.63 -0.10 -0.30
H -0.45 1.19 0.65
H 0.27 -0.93 0.45
H 1.10 0.60 -1.39
H -1.16 0.61 0.06

- Number 1 is which compound?
  C7H15N2

- Which of these has the highest electronic energy?
  C7H15N2

- What is the electronic energy in the second record?
  -17652.401 eV

- Among the records above, which one has the highest energy above the lowest of the compared OMol25 structures with the same formula, charge and spin?
  C5H9NS